C5H8BrCl | wB97M-V/def2-TZVPD

Geometry (Å):
C  0.78  0.17  1.59
C  -0.21  -0.47  0.80
C  -2.31  -0.45  -0.75
C  2.52  0.26  -1.25
C  -1.21  0.11  0.12
Cl  2.60  0.32  0.37
Br  -1.28  2.06  0.50
H  1.13  -0.56  2.30
H  0.69  1.17  2.02
H  -0.28  -1.48  0.48
H  -2.49  0.24  -1.47
H  -1.76  -1.32  -1.10
H  -3.15  -0.66  -0.01
H  2.25  -0.52  -1.83
H  2.73  1.15  -1.77

- Orbital gap (alpha / beta): 7.078 / 7.837 eV
- 2S+1: 1
- ΔE to the lowest compared entry with this formula, charge and spin: 96.4 kcal/mol
- Largest force on an atom: 0.0969 hartree/bohr

Löwdin population analysis, charges in e, atoms 1 to 2:
1. C -0.3060
2. C -0.3164

C5H8BrN2 | wB97M-V/def2-TZVPD

Geometry (Å):
C  -1.09  -1.69  -0.45
C  -0.89  -0.69  -1.29
C  -0.64  -1.57  0.89
C  -0.25  0.62  -0.94
C  0.62  0.37  0.22
N  -0.02  -0.55  1.35
N  1.00  1.53  1.02
Br  2.38  -0.41  -0.45
H  -1.70  -2.44  -0.82
H  -1.28  -0.83  -2.28
H  -1.18  -2.32  1.48
H  0.45  1.18  -1.66
H  -0.98  1.44  -0.68
H  0.46  2.29  0.74
H  1.95  1.82  0.85
H  1.17  1.24  2.03

- Orbital gap: 9.603 eV
- 2S+1: 1
- ΔE to the lowest compared entry with this formula, charge and spin: 70.2 kcal/mol
- Charge: +1
- Largest force on an atom: 0.0889 hartree/bohr

Löwdin population analysis, charges in e, atoms 1 to 2:
1. C -0.0592
2. C -0.0476

C5H8BrN2 | wB97M-V/def2-TZVPD

Geometry (Å):
C  -0.90  1.19  -0.88
C  0.22  1.97  -0.74
C  0.72  0.03  0.13
C  1.30  -1.20  0.69
C  -1.58  -1.00  -0.03
N  -0.60  0.00  -0.22
N  1.16  1.21  -0.14
Br  2.90  1.88  0.79
H  -1.93  1.30  -1.25
H  0.20  3.06  -1.04
H  2.39  -1.10  0.98
H  0.64  -1.58  1.46
H  1.30  -1.97  0.00
H  -1.33  -2.09  0.06
H  -2.10  -0.81  0.92
H  -2.39  -0.87  -0.74

- Orbital gap: 7.764 eV
- 2S+1: 1
- ΔE to the lowest compared entry with this formula, charge and spin: 59.7 kcal/mol
- Charge: +1
- Largest force on an atom: 0.0940 hartree/bohr

Löwdin population analysis, charges in e, atoms 1 to 2:
1. C 0.0184
2. C -0.0933

C5H8Cl2S | wB97M-V/def2-TZVPD

Geometry (Å):
C  0.84  2.32  0.57
C  0.59  -0.37  -0.24
C  -0.73  -0.70  0.56
C  -1.65  -0.98  -0.61
C  1.75  -1.10  -0.53
H  2.07  2.27  0.87
H  -0.01  1.40  1.19
H  0.30  3.37  0.29
H  -0.52  -1.54  1.09
H  -1.37  0.13  1.10
H  -1.57  0.03  -1.12
H  -1.51  -1.87  -1.17
H  2.77  -0.58  -0.72
S  0.74  1.22  -0.90
Cl  -3.56  -0.95  -0.25
Cl  1.88  -2.66  -0.11

- Orbital gap: 8.856 eV
- 2S+1: 1
- ΔE to the lowest compared entry with this formula, charge and spin: 93.4 kcal/mol
- Largest force on an atom: 0.0970 hartree/bohr

Löwdin population analysis, charges in e, atoms 1 to 2:
1. C -0.4030
2. C -0.6726

| no. | DFT total energy (eV) |
| --- | --- |
| 1 | -87874.284 |
| 2 | -78328.548 |
| 3 | -78329.003 |
| 4 | -41190.532 |